Entry 1:
Density functional theory data (ωB97M-V/def2-TZVPD) for 2 unconnected molecules or ions with the total composition C4H10N4 in a non-equilibrium geometry.

```
18
C4H10N4 | the Open Molecules 2025 dataset | ωB97M-V/def2-TZVPD
C 1.16 0.16 -0.77
N -1.54 0.13 0.99
C 0.32 -0.56 0.66
C -1.88 0.79 -0.01
N 0.85 -0.01 1.82
N 2.46 -0.44 -0.93
C -2.51 1.24 -1.05
N 0.21 -1.84 0.52
H -2.21 -0.29 1.64
H 0.47 0.88 2.08
H 1.86 -0.07 1.93
H -0.73 -2.21 0.59
H 2.53 -1.31 -0.41
H 2.59 -0.69 -1.91
H 1.31 1.20 -0.49
H 0.63 0.15 -1.72
H -2.55 0.66 -1.96
H -2.97 2.22 -1.00
```

relative energy (zero: lowest compared OMol25 entry of this formula, charge and spin)	138.9	kcal/mol
gap between HOMO and LUMO	7.58	eV
structure (SMILES)	[H]/N=C(/N)CN.C=C=N
total charge	0
HOMO energy	-7.153	eV
LUMO energy	0.423	eV



Entry 2:
Density functional theory data (ωB97M-V/def2-TZVPD) for a molecular structure, C23H25F3MnNO4S in a non-equilibrium geometry.

```
58
C23H25F3MnNO4S | the Open Molecules 2025 dataset | ωB97M-V/def2-TZVPD
C 2.12 0.01 0.86
C 2.17 -0.71 -0.38
C 1.78 0.19 -1.43
H 2.55 -1.72 -0.51
C 1.48 1.46 -0.83
C 1.70 1.35 0.57
H 1.25 2.38 -1.36
C -1.25 -1.41 1.25
C -0.10 -2.12 0.76
C -0.21 -2.18 -0.68
H 0.62 -2.66 1.37
C -1.43 -1.50 -1.07
C -2.04 -1.02 0.13
H 1.84 0.00 -2.50
H 1.71 2.18 1.26
H 2.47 -0.34 1.83
H -3.00 -0.50 0.17
H 0.42 -2.74 -1.37
H -1.58 -1.37 2.28
Mn 0.15 -0.15 0.00
C -1.99 -1.32 -2.46
C -3.50 -1.59 -2.45
C -1.30 -2.26 -3.46
H -3.69 -2.61 -2.11
H -3.90 -1.46 -3.46
H -4.02 -0.89 -1.78
H -1.48 -3.30 -3.18
H -0.22 -2.09 -3.51
H -1.73 -2.09 -4.46
C -1.67 0.15 -2.85
C -2.21 0.65 -4.19
H -0.58 0.27 -2.87
H -2.06 0.84 -2.08
O -3.13 0.13 -4.83
N -1.58 1.77 -4.67
C -0.43 2.46 -4.10
H -1.99 2.16 -5.51
C 0.90 1.87 -4.55
C 2.08 2.51 -4.16
H 2.01 3.42 -3.56
C 3.32 2.00 -4.55
H 4.24 2.50 -4.23
C 3.38 0.85 -5.35
H 4.35 0.45 -5.66
C 2.20 0.21 -5.74
H 2.23 -0.69 -6.37
C 0.96 0.72 -5.35
H 0.03 0.25 -5.69
H -0.48 2.45 -2.99
H -0.48 3.51 -4.40
F -0.21 0.87 4.99
C 0.17 0.89 3.70
F 1.34 1.56 3.60
F 0.41 -0.41 3.32
S -1.13 1.62 2.57
O -2.33 0.89 2.89
O -1.07 3.04 2.79
O -0.60 1.23 1.21
```

gap between HOMO and LUMO (alpha / beta)	6.14 / 7.30	eV
total charge	+1
HOMO energy (alpha / beta)	-12.286 / -12.287	eV
LUMO energy (alpha / beta)	-6.145 / -4.983	eV
⟨S²⟩	4.22
spin multiplicity	4



Entry 3:
Density functional theory data (ωB97M-V/def2-TZVPD) for C6H12O in the gas phase.

```
19
C6H12O | the Open Molecules 2025 dataset | ωB97M-V/def2-TZVPD
C 2.03 1.22 -1.19
C 0.71 1.37 -1.22
C -0.24 0.22 -1.44
O -1.34 0.20 -0.55
C -1.14 -0.38 0.74
C -0.86 -1.89 0.68
C -0.13 0.39 1.59
H 2.48 0.23 -1.28
H 0.89 0.31 1.20
H 2.72 2.05 -1.06
H 0.26 2.35 -1.10
H -0.69 0.30 -2.44
H 0.33 -0.72 -1.42
H -2.12 -0.26 1.22
H -1.65 -2.41 0.13
H -0.83 -2.30 1.70
H 0.10 -2.13 0.21
H -0.13 0.01 2.61
H -0.40 1.45 1.61
```

relative energy (zero: lowest compared OMol25 entry of this formula, charge and spin)	31.5	kcal/mol
gap between HOMO and LUMO	10.82	eV
structure (SMILES)	C=CCOC(C)C
total charge	0
HOMO energy	-9.732	eV
LUMO energy	1.085	eV



Entry 4:
Density functional theory data (ωB97M-V/def2-TZVPD) for 8 unconnected molecules or ions with the total composition C35H69Br2ClN16O8P2S in a non-equilibrium geometry.

```
134
C35H69Br2ClN16O8P2S | the Open Molecules 2025 dataset | ωB97M-V/def2-TZVPD
C -0.86 1.71 -5.30
C -0.75 1.95 -3.70
O 0.60 1.69 -3.18
C 0.68 0.30 -2.81
C 0.06 -0.25 -1.48
C -0.66 0.78 -0.51
C 0.34 1.94 0.05
C -0.02 2.42 1.55
Br 2.26 1.42 0.04
C 0.12 -1.76 -1.12
P -0.62 -2.60 0.40
C -2.42 -3.10 0.15
C -3.42 -2.70 1.35
C -0.33 -1.63 1.99
C 1.23 -1.21 2.19
C 0.86 -2.71 -2.14
C 1.03 -4.30 -1.90
C 2.55 -4.73 -1.60
C 2.95 -4.75 -0.05
C 4.40 -4.08 0.10
C 5.57 -4.81 -0.73
N 6.62 -3.77 -1.07
C 1.50 -2.13 -3.42
C 1.43 -0.62 -3.84
N 2.02 -0.07 -5.08
P 3.73 0.39 -4.89
C 4.74 -0.21 -6.38
C 3.72 2.31 -4.96
C 1.78 -0.92 -6.26
C 1.37 -0.26 -7.61
Cl 1.21 1.53 -7.88
C 1.08 -1.18 -8.84
C 1.20 -2.72 -8.80
C 1.63 -3.39 -7.47
Br 1.74 -5.37 -7.42
C 1.91 -2.47 -6.26
S 2.42 -3.23 -4.63
H -0.43 2.61 -5.86
H -0.38 0.73 -5.64
H -1.99 1.65 -5.59
H -1.53 1.25 -3.23
H -1.01 3.06 -3.55
H -1.42 1.36 -1.17
H -1.28 0.31 0.32
H 0.26 2.88 -0.61
H -1.10 2.23 1.86
H 0.70 1.99 2.33
H 0.13 3.56 1.59
H -2.86 -2.73 -0.84
H -2.45 -4.26 0.09
H -3.46 -1.57 1.51
H -4.48 -3.00 1.00
H -3.22 -3.30 2.30
H -1.03 -0.74 2.16
H -0.55 -2.37 2.87
H 1.90 -1.61 1.36
H 1.61 -1.66 3.18
H 1.27 -0.08 2.31
H 0.74 -4.80 -2.90
H 0.31 -4.71 -1.12
H 2.70 -5.77 -2.07
H 3.29 -4.00 -2.11
H 2.97 -5.82 0.39
H 2.21 -4.13 0.59
H 4.36 -2.96 -0.19
H 4.69 -4.09 1.22
H 5.23 -5.25 -1.73
H 5.99 -5.67 -0.11
H 6.76 -3.16 -0.25
H 6.20 -3.24 -1.85
H 5.84 0.05 -6.21
H 4.67 -1.36 -6.45
H 4.37 0.26 -7.36
H 4.24 2.75 -4.04
H 4.26 2.70 -5.90
H 2.61 2.64 -5.01
H 0.75 -0.73 -9.85
H 0.99 -3.36 -9.71
C -5.03 1.15 -4.74
O -4.18 1.86 -5.26
N -4.89 -0.19 -4.62
N -6.19 1.65 -4.25
H -5.58 -0.79 -4.20
H -4.04 -0.60 -4.98
H -6.33 2.64 -4.32
H -6.90 1.08 -3.82
C -1.86 -2.86 5.58
O -1.86 -3.03 4.36
N -1.45 -1.70 6.15
N -2.27 -3.81 6.45
H -1.45 -1.54 7.14
H -1.14 -0.97 5.53
H -2.58 -4.69 6.06
H -2.28 -3.69 7.45
C -3.15 1.30 7.66
O -2.08 0.74 7.87
N -3.38 2.02 6.53
N -4.19 1.26 8.53
H -4.25 2.49 6.34
H -2.63 2.08 5.86
H -4.05 0.73 9.37
H -5.07 1.71 8.37
C -0.88 5.26 6.78
O -1.86 5.74 6.22
N -0.85 3.98 7.23
N 0.26 5.97 6.99
H -0.05 3.57 7.69
H -1.68 3.43 7.09
H 0.27 6.92 6.67
H 1.07 5.59 7.45
C -7.84 0.13 -1.02
O -7.85 -0.03 -2.23
N -7.43 1.29 -0.43
N -8.24 -0.83 -0.15
H -7.41 1.44 0.56
H -7.13 2.03 -1.05
H -8.55 -1.70 -0.55
H -8.24 -0.72 0.85
C 2.45 1.85 7.67
O 1.46 1.94 8.38
N 3.70 2.14 8.11
N 2.38 1.45 6.38
H 4.52 2.07 7.54
H 3.79 2.44 9.07
H 1.47 1.23 6.01
H 3.18 1.37 5.77
C 3.49 5.40 -0.13
O 3.84 4.75 0.85
N 3.77 6.72 -0.26
N 2.81 4.86 -1.17
H 3.50 7.28 -1.05
H 4.28 7.16 0.49
H 2.58 3.88 -1.11
H 2.52 5.38 -1.98
```

gap between HOMO and LUMO	7.24	eV
structure (SMILES)	CCOc1c(C[C@@H](C)Br)c(P(CC)CC)c(CCCCCN)c2c1N(P(C)C)c1c(Cl)ccc(Br)c1S2.NC(N)=O.NC(N)=O.NC(N)=O.NC(N)=O.NC(N)=O.NC(N)=O.NC(N)=O
total charge	0
HOMO energy	-7.171	eV
LUMO energy	0.066	eV



Entry 5:
Density functional theory data (ωB97M-V/def2-TZVPD) for C21H19ClN2O5 in the gas phase.

```
48
C21H19ClN2O5 | the Open Molecules 2025 dataset | ωB97M-V/def2-TZVPD
C 2.84 -1.92 5.10
H 3.55 -2.09 5.91
H 1.84 -1.78 5.52
H 2.84 -2.78 4.43
O 3.28 -0.76 4.44
C 2.58 -0.31 3.36
C 1.44 -0.91 2.86
C 0.83 -0.34 1.74
C 1.38 0.81 1.14
C 2.52 1.42 1.65
C 3.11 0.84 2.75
H 4.00 1.27 3.18
H 2.93 2.30 1.19
N 0.55 1.18 0.08
C 0.82 2.26 -0.75
O 1.94 2.70 -0.88
C -0.35 2.91 -1.40
C -0.28 3.26 -2.75
C -1.32 3.94 -3.35
C -2.43 4.31 -2.58
C -2.49 3.99 -1.23
C -1.46 3.29 -0.65
H -1.50 3.05 0.41
H -3.35 4.30 -0.65
Cl -3.73 5.17 -3.32
H -1.28 4.21 -4.39
H 0.59 2.98 -3.32
C -0.48 0.24 -0.01
C -0.33 -0.69 0.98
C -1.18 -1.90 1.20
C -1.14 -2.84 0.02
O -2.06 -3.55 -0.31
O 0.03 -2.80 -0.60
C 0.24 -3.62 -1.74
H -0.19 -4.61 -1.57
H 1.32 -3.68 -1.87
C -0.39 -2.99 -3.01
O 0.28 -2.45 -3.86
N -1.72 -3.12 -3.06
H -2.22 -2.72 -3.84
H -2.24 -3.53 -2.30
H -0.82 -2.44 2.07
H -2.23 -1.64 1.38
C -1.48 0.21 -1.11
H -2.26 0.96 -0.97
H -1.01 0.39 -2.07
H -1.96 -0.76 -1.13
H 1.01 -1.79 3.31
```

relative energy (zero: lowest compared OMol25 entry of this formula, charge and spin)	0.0	kcal/mol
gap between HOMO and LUMO	8.28	eV
structure (SMILES)	COc1ccc2c(c1)c(CC(=O)OCC(N)=O)c(C)n2C(=O)c1ccc(Cl)cc1
total charge	0
HOMO energy	-8.127	eV
LUMO energy	0.153	eV



Entry 6:
Density functional theory data (ωB97M-V/def2-TZVPD) for a molecular structure, C4H4Sr in a non-equilibrium geometry.

```
9
C4H4Sr | the Open Molecules 2025 dataset | ωB97M-V/def2-TZVPD
C -1.25 0.81 -0.73
C -0.48 -0.15 -0.85
H -1.70 0.73 -1.84
Sr -2.98 0.35 1.07
C 0.65 -0.68 -0.15
C 1.43 0.04 0.68
H 2.24 -0.45 1.22
H 0.89 -1.72 -0.37
H 1.20 1.07 0.95
```

gap between HOMO and LUMO	8.39	eV
total charge	+2
HOMO energy	-18.128	eV
LUMO energy	-9.742	eV



What did the fifth record say?
Density functional theory data (ωB97M-V/def2-TZVPD) for C21H19ClN2O5 in the gas phase.

```
48
C21H19ClN2O5 | the Open Molecules 2025 dataset | ωB97M-V/def2-TZVPD
C 2.84 -1.92 5.10
H 3.55 -2.09 5.91
H 1.84 -1.78 5.52
H 2.84 -2.78 4.43
O 3.28 -0.76 4.44
C 2.58 -0.31 3.36
C 1.44 -0.91 2.86
C 0.83 -0.34 1.74
C 1.38 0.81 1.14
C 2.52 1.42 1.65
C 3.11 0.84 2.75
H 4.00 1.27 3.18
H 2.93 2.30 1.19
N 0.55 1.18 0.08
C 0.82 2.26 -0.75
O 1.94 2.70 -0.88
C -0.35 2.91 -1.40
C -0.28 3.26 -2.75
C -1.32 3.94 -3.35
C -2.43 4.31 -2.58
C -2.49 3.99 -1.23
C -1.46 3.29 -0.65
H -1.50 3.05 0.41
H -3.35 4.30 -0.65
Cl -3.73 5.17 -3.32
H -1.28 4.21 -4.39
H 0.59 2.98 -3.32
C -0.48 0.24 -0.01
C -0.33 -0.69 0.98
C -1.18 -1.90 1.20
C -1.14 -2.84 0.02
O -2.06 -3.55 -0.31
O 0.03 -2.80 -0.60
C 0.24 -3.62 -1.74
H -0.19 -4.61 -1.57
H 1.32 -3.68 -1.87
C -0.39 -2.99 -3.01
O 0.28 -2.45 -3.86
N -1.72 -3.12 -3.06
H -2.22 -2.72 -3.84
H -2.24 -3.53 -2.30
H -0.82 -2.44 2.07
H -2.23 -1.64 1.38
C -1.48 0.21 -1.11
H -2.26 0.96 -0.97
H -1.01 0.39 -2.07
H -1.96 -0.76 -1.13
H 1.01 -1.79 3.31
```

relative energy (zero: lowest compared OMol25 entry of this formula, charge and spin)	0.0	kcal/mol
gap between HOMO and LUMO	8.28	eV
structure (SMILES)	COc1ccc2c(c1)c(CC(=O)OCC(N)=O)c(C)n2C(=O)c1ccc(Cl)cc1
total charge	0
HOMO energy	-8.127	eV
LUMO energy	0.153	eV



> total charge of number 2 (C23H25F3MnNO4S)?

+1